1.
# C21H23N3O3

One molecule with the formula C21H23N3O3 (the ωB97M-V functional and the def2-TZVPD basis, the OMol25 dataset).

Positions of all 50 atoms, in Å:
C: 0.4303 4.2344 5.7694
H: -0.3709 3.7944 6.3716
O: 1.1953 3.2441 5.1249
C: 0.5846 2.4176 4.2393
C: -0.7648 2.4658 3.8968
C: -1.2786 1.5726 2.9774
C: -0.4753 0.6048 2.3737
C: 0.8785 0.5638 2.7327
C: 1.4005 1.4515 3.6421
H: 2.4428 1.4240 3.9177
H: 1.5195 -0.1777 2.2793
C: -0.9669 -0.3436 1.4009
C: -2.1888 -0.4151 0.8553
C: -2.4540 -1.4312 -0.1738
O: -1.6946 -2.3481 -0.4303
N: -3.6026 -1.2416 -0.8881
H: -4.2483 -0.5154 -0.6276
C: -3.8899 -2.0666 -2.0405
C: -2.7148 -2.0731 -3.0377
O: -2.4799 -3.0194 -3.7534
N: -2.0554 -0.8893 -3.0544
N: -0.8230 -0.5339 -3.5426
C: 0.1802 -1.3153 -3.5096
C: 1.4824 -0.6872 -3.9278
C: 2.2340 -0.3678 -2.6586
C: 3.4197 -1.0093 -2.3325
C: 4.0638 -0.7301 -1.1383
C: 3.5242 0.1878 -0.2550
C: 2.3393 0.8326 -0.5724
C: 1.7003 0.5548 -1.7658
H: 0.7716 1.0466 -2.0157
H: 1.9117 1.5482 0.1154
H: 4.0243 0.4019 0.6784
H: 4.9877 -1.2353 -0.8966
H: 3.8476 -1.7299 -3.0156
H: 2.0559 -1.3736 -4.5510
H: 1.2792 0.2295 -4.4826
C: 0.2367 -2.7056 -2.9857
H: -0.3230 -3.3779 -3.6384
H: -0.2512 -2.7517 -2.0100
H: 1.2640 -3.0476 -2.8967
H: -2.4962 -0.0979 -2.6033
H: -4.0448 -3.1096 -1.7449
H: -4.7910 -1.7015 -2.5352
H: -2.9868 0.2693 1.1029
H: -0.2465 -1.0764 1.0553
H: -2.3282 1.6293 2.7326
H: -1.4229 3.1956 4.3422
H: 1.1228 4.7619 6.4234
H: 0.0015 4.9414 5.0521

Gap between HOMO and LUMO: 8.44 eV
SMILES: COc1ccc(/C=C/C(=O)NCC(=O)N/N=C(\C)Cc2ccccc2)cc1
Total energy: -32762.39016 eV

2.
# C21H23N3O4

One molecule with the formula C21H23N3O4 (the ωB97M-V functional and the def2-TZVPD basis, the OMol25 dataset).

Positions of all 51 atoms, in Å:
C: -6.9079 -1.3569 0.8465
H: -6.7831 -1.2970 1.9324
H: -7.5642 -2.1913 0.6052
H: -7.3553 -0.4271 0.4800
O: -5.6901 -1.6360 0.1998
C: -4.6680 -0.7544 0.3382
C: -4.7256 0.4269 1.0566
C: -3.6196 1.2567 1.1141
C: -2.4465 0.9227 0.4625
C: -2.3602 -0.2926 -0.2366
C: -3.4686 -1.1327 -0.3170
O: -3.5534 -2.3252 -0.9638
C: -2.5949 -2.6966 -1.9283
H: -1.6630 -3.0388 -1.4707
H: -2.3771 -1.8785 -2.6181
H: -3.0480 -3.5248 -2.4739
O: -1.1476 -0.6573 -0.8245
C: -0.1954 -1.1324 0.1071
H: 0.0283 -0.3811 0.8710
H: 0.7073 -1.3474 -0.4628
H: -0.5482 -2.0443 0.6006
C: -1.2992 1.8740 0.5701
O: -1.0665 2.4991 1.5883
N: -0.5909 2.0341 -0.5723
H: -0.7443 1.3820 -1.3276
C: 0.6380 2.8094 -0.6100
C: 1.8038 1.8673 -0.4011
C: 2.3404 1.7186 0.8725
C: 3.3502 0.8087 1.1178
C: 3.8411 0.0182 0.0833
C: 3.3033 0.1539 -1.1928
C: 2.2940 1.0681 -1.4269
H: 1.8850 1.1473 -2.4223
H: 3.6657 -0.4695 -1.9964
N: 4.8652 -0.9062 0.3201
C: 5.8607 -1.2695 -0.5358
N: 6.6677 -2.1430 -0.0110
C: 6.1901 -2.3814 1.2403
C: 5.0827 -1.6214 1.4706
H: 4.4313 -1.5558 2.3170
H: 6.6748 -3.0804 1.8914
H: 5.9726 -0.8483 -1.5146
H: 3.7682 0.7190 2.1087
H: 1.9562 2.3208 1.6821
C: 0.7135 3.6101 -1.9054
H: 1.6615 4.1387 -1.9595
H: -0.0957 4.3350 -1.9371
H: 0.6239 2.9618 -2.7737
H: 0.5810 3.4939 0.2436
H: -3.6554 2.1815 1.6678
H: -5.6284 0.7166 1.5683

Gap between HOMO and LUMO: 8.86 eV
SMILES: COc1ccc(C(=O)N[C@H](C)c2ccc(-n3ccnc3)cc2)c(OC)c1OC
Total energy: -34809.88236 eV